No. 1
Computed, not measured: a structure of composition C35H37I2N4ORu, with the ωB97M-V functional and the def2-TZVPD basis.

XYZ file:
```
80
Properties=species:S:1:pos:R:3:forces:R:3
Ru 0.8328 -1.0222 -0.0974 -0.91 -2.21 -1.54
I 0.6282 0.0526 4.9567 -0.02 0.00 -0.02
C 2.2370 -0.3784 3.7238 0.23 0.01 0.16
C 3.5408 -0.4279 4.2557 -0.15 0.01 0.02
C 4.6271 -0.7114 3.4734 0.07 -0.04 -0.14
I 6.5182 -0.7555 4.3498 0.00 0.00 0.01
C 4.4563 -0.9698 2.0873 0.05 0.02 0.15
C 5.4902 -1.2687 1.1706 0.00 -0.01 -0.04
C 5.1949 -1.4999 -0.1435 0.01 0.01 0.04
C 3.8586 -1.4472 -0.5695 -0.06 -0.08 -0.11
N 2.8726 -1.1709 0.2539 0.00 0.20 0.18
C 3.1462 -0.9235 1.5726 0.06 0.07 0.05
C 2.0178 -0.6170 2.3860 -0.63 0.06 -0.33
O 0.8184 -0.5975 1.8255 0.55 0.21 0.66
H 3.6734 -0.2352 5.3116 0.01 0.00 0.00
H 6.5125 -1.3120 1.5211 0.00 0.00 0.00
H 5.9695 -1.7310 -0.8599 0.00 0.00 0.00
H 3.5863 -1.6474 -1.5984 0.00 0.00 0.01
C -6.0039 -0.1924 1.1584 -0.01 0.00 0.00
C -5.4012 0.3476 -0.1473 0.00 -0.01 0.02
C -5.6555 1.8525 -0.2199 0.01 0.01 -0.01
C -6.0795 -0.3291 -1.3472 -0.02 0.00 0.00
C -3.9170 0.0128 -0.1732 0.02 0.05 -0.01
C -3.4920 -1.3141 -0.1084 0.06 -0.03 0.00
C -2.1478 -1.6107 -0.1267 -0.06 -0.05 0.04
N -1.2092 -0.6638 -0.2089 0.24 0.30 0.09
C -1.5860 0.6220 -0.2849 0.00 0.06 -0.03
C -2.9250 0.9815 -0.2661 -0.03 -0.04 0.00
C -0.4799 1.6061 -0.4033 0.05 0.00 0.04
C -0.6862 2.9743 -0.4934 0.04 0.04 -0.02
C 0.3896 3.8492 -0.5890 -0.01 -0.02 0.00
C 1.6641 3.2799 -0.5884 -0.04 0.00 -0.04
C 1.8048 1.9143 -0.4970 -0.07 -0.03 -0.02
N 0.7584 1.0870 -0.4129 0.23 -0.02 0.41
C 0.2220 5.3586 -0.6864 0.01 -0.01 0.01
C -1.2470 5.7783 -0.6644 -0.01 0.00 0.00
C 0.9408 6.0106 0.5042 0.00 0.01 -0.01
C 0.8558 5.8396 -1.9998 0.00 0.02 0.00
H -7.0677 0.0449 1.1960 0.00 0.00 0.00
H -5.5239 0.2566 2.0294 0.00 0.00 0.00
H -5.9033 -1.2753 1.2342 0.00 0.00 0.00
H -6.7295 2.0361 -0.1979 0.00 0.00 0.00
H -5.2695 2.2871 -1.1443 0.00 0.00 0.00
H -5.2163 2.3807 0.6289 0.01 0.00 0.00
H -7.1440 -0.0920 -1.3468 0.00 0.00 0.00
H -5.9819 -1.4143 -1.3089 0.01 0.00 0.00
H -5.6538 0.0191 -2.2897 0.00 0.01 0.00
H -4.2006 -2.1270 -0.0388 0.00 0.00 0.00
H -1.7835 -2.6275 -0.0765 -0.04 0.02 0.01
H -3.1955 2.0230 -0.3245 0.01 0.00 0.00
H -1.6915 3.3622 -0.4825 -0.01 -0.01 0.00
H 2.5519 3.8927 -0.6536 0.00 0.01 0.00
H 2.7806 1.4459 -0.4872 0.00 0.02 0.01
H -1.7413 5.4831 0.2634 0.00 0.00 0.00
H -1.8021 5.3626 -1.5078 0.00 0.00 0.00
H -1.3107 6.8638 -0.7360 0.00 0.00 0.00
H 0.5241 5.6664 1.4521 0.00 0.00 0.00
H 0.8223 7.0935 0.4538 0.00 0.01 0.00
H 2.0093 5.7940 0.5023 0.00 -0.01 0.00
H 0.3796 5.3708 -2.8625 -0.01 0.00 0.00
H 1.9235 5.6221 -2.0391 0.00 -0.01 0.00
H 0.7341 6.9195 -2.0899 0.00 0.01 0.00
C 1.2214 -4.1458 1.6968 0.01 -0.04 0.06
C 1.4423 -4.7435 0.3415 -0.06 0.37 -0.17
C 1.8194 -6.0616 0.1921 0.08 -0.24 0.01
C 2.0318 -6.6102 -1.0697 -0.09 0.30 0.07
C 1.8625 -5.8375 -2.2152 0.07 -0.18 -0.11
C 1.4745 -4.5174 -2.1303 -0.10 0.29 0.20
C 1.2769 -3.6739 -3.3516 0.01 -0.01 -0.12
C 1.2588 -3.9483 -0.8368 0.37 -1.00 0.15
N 0.8249 -2.6961 -0.7412 0.11 1.99 0.36
H 1.3530 -4.8972 2.4730 -0.01 -0.02 -0.01
H 0.2213 -3.7177 1.7926 0.03 0.03 -0.04
H 1.9273 -3.3364 1.8893 -0.02 0.00 -0.01
H 1.9558 -6.6762 1.0731 0.00 0.00 -0.01
H 2.3288 -7.6463 -1.1613 0.01 -0.01 0.00
H 2.0316 -6.2794 -3.1892 0.00 0.00 0.01
H 1.4219 -4.2636 -4.2546 0.00 -0.01 0.01
H 1.9770 -2.8360 -3.3760 -0.02 -0.03 0.02
H 0.2747 -3.2422 -3.3716 0.03 -0.01 0.02
```
Positions in Å, forces in eV/Å.

Output
Spin multiplicity: 1
Total energy: -2340.31715 hartree
HOMO-LUMO gap (spin up / spin down): 5.605 / 5.507 eV
Energy above the lowest of the compared OMol25 structures with the same formula, charge and spin: 2.06 kcal per mole
Net charge: +1

No. 2
Computed, not measured: a cluster of 2 separate species, C35H37N3O2 in total, with the ωB97M-V functional and the def2-TZVPD basis.

XYZ file:
```
77
Properties=species:S:1:pos:R:3:forces:R:3
C -3.6256 0.8187 2.5051 0.20 -0.05 0.02
C -2.6489 1.5467 3.1952 0.04 -0.21 -0.02
C -1.4366 0.9428 3.5321 -0.14 -0.21 -0.29
C -1.1873 -0.3870 3.1722 0.02 -0.14 0.15
C 0.1387 -1.0251 3.5128 0.06 0.32 -0.04
C 1.1632 -1.0802 2.3637 0.16 0.01 -0.98
C 2.5219 -1.5321 2.8595 0.64 -0.50 0.13
O 3.3748 -0.3964 2.7546 0.74 -0.30 0.61
C 2.6897 0.6218 2.1079 -1.51 -0.51 -0.32
O 3.2309 1.7169 1.9602 -0.22 -0.72 -0.27
N 1.4838 0.1528 1.6819 0.34 1.49 0.48
C -2.1810 -1.1268 2.5179 0.07 0.47 0.08
C -3.3882 -0.5180 2.1679 0.13 0.02 0.12
H -4.5714 1.2907 2.2359 0.24 -0.13 0.07
H -2.8252 2.5851 3.4785 -0.02 -0.26 -0.11
H -0.6572 1.4885 4.0687 -0.28 -0.06 -0.21
H 0.6212 -0.4669 4.3275 -0.21 -0.16 0.00
H -0.0178 -2.0683 3.8313 0.04 0.28 0.09
H 0.7913 -1.8015 1.6099 -0.07 0.16 0.24
H 2.5258 -1.8617 3.9051 0.01 -0.05 -0.14
H 2.8945 -2.3467 2.2177 0.19 0.18 0.22
H -1.9856 -2.1760 2.2830 -0.12 0.30 -0.02
H -4.1428 -1.0963 1.6333 0.10 0.18 0.16
C 5.3183 8.1685 -1.0577 0.05 0.01 0.16
N 4.1031 7.3993 -1.2380 0.02 0.10 -0.06
C 2.9105 8.2199 -1.3074 -0.04 0.10 -0.16
C 4.0819 6.0344 -1.2333 0.02 -0.24 0.10
C 2.9171 5.3145 -1.6237 0.10 -0.19 0.05
C 2.8917 3.9333 -1.5767 0.34 0.13 0.18
C 4.0321 3.1855 -1.1907 0.07 0.14 -0.17
C 3.9893 1.7374 -1.0738 -0.34 -0.47 0.49
C 2.7604 1.0800 -0.8206 0.23 0.28 -0.25
C 2.5795 -0.2902 -0.8025 0.22 0.50 -0.67
C 1.3116 -0.9738 -0.8706 -1.02 -0.60 0.17
C 1.2748 -2.3906 -0.9764 0.18 0.87 0.23
C 0.0675 -3.0751 -0.8803 -0.31 -0.01 -0.17
C -1.1329 -2.3677 -0.7311 0.37 -0.10 -0.09
C -1.1176 -0.9705 -0.6791 0.16 0.21 -0.17
C 0.0825 -0.2758 -0.7522 0.28 -0.42 -0.05
C 5.2432 0.9794 -1.1938 0.48 0.02 -0.13
C 5.6358 0.0464 -0.2129 0.07 0.30 -0.04
C 6.8659 -0.5911 -0.2844 -0.01 0.08 -0.43
C 7.6998 -0.4154 -1.4201 -0.45 0.25 0.02
N 8.8900 -1.0820 -1.5311 0.32 -0.18 -0.01
C 9.5302 -1.3427 -2.8018 0.04 0.17 0.00
C 9.6351 -1.5665 -0.3883 -0.12 -0.17 0.01
C 7.2756 0.4757 -2.4446 0.07 -0.18 0.39
C 6.1112 1.2023 -2.2925 -0.45 -0.17 0.37
C 5.2105 3.9100 -0.8610 -0.33 -0.14 -0.09
C 5.2300 5.2902 -0.8392 -0.23 -0.08 -0.23
H 6.2017 7.5749 -1.3041 -0.20 0.23 -0.03
H 5.2878 9.0460 -1.7182 0.03 -0.22 0.11
H 5.4088 8.5326 -0.0216 0.06 -0.09 -0.19
H 2.0053 7.6126 -1.2688 0.20 0.24 0.07
H 2.8969 8.9278 -0.4650 -0.03 -0.20 -0.13
H 2.9097 8.8123 -2.2359 -0.10 -0.14 0.17
H 2.0340 5.8478 -1.9773 0.33 -0.26 0.11
H 1.9854 3.4043 -1.8738 0.25 0.22 0.05
H 1.8999 1.7206 -0.6417 0.21 -0.24 0.05
H 3.4578 -0.9210 -0.9487 -0.16 0.10 0.13
H 2.2207 -2.9239 -1.1078 -0.32 0.08 0.13
H 0.0598 -4.1673 -0.9318 -0.03 0.38 0.00
H -2.0808 -2.9041 -0.6639 0.28 0.13 0.01
H -2.0444 -0.4057 -0.5663 0.24 -0.25 0.00
H 0.0972 0.8092 -0.6774 -0.12 -0.34 0.07
H 4.9822 -0.1212 0.6461 0.24 0.11 -0.12
H 7.1712 -1.2632 0.5172 -0.17 0.16 -0.26
H 8.8429 -1.1499 -3.6299 0.19 -0.15 0.17
H 10.4288 -0.7206 -2.9262 -0.11 -0.06 -0.10
H 9.8473 -2.3948 -2.8405 -0.10 0.19 -0.03
H 9.2306 -1.1600 0.5434 0.19 -0.08 -0.24
H 9.6125 -2.6661 -0.3442 0.00 0.16 0.12
H 10.6883 -1.2620 -0.4840 -0.23 -0.01 0.07
H 7.8981 0.6211 -3.3268 -0.19 0.08 0.30
H 5.8305 1.9374 -3.0483 0.05 -0.20 0.17
H 6.1103 3.3662 -0.5693 -0.33 0.11 0.00
H 6.1298 5.8058 -0.5040 -0.32 -0.26 -0.09
```
Positions in Å, forces in eV/Å.

Output
Spin multiplicity: 1
Total energy: -1670.56484 hartree
HOMO-LUMO gap: 5.243 eV

No. 3
Computed, not measured: a structure of composition C35H38AsBN10O7SScTe, with the ωB97M-V functional and the def2-TZVPD basis.

XYZ file:
```
95
Properties=species:S:1:pos:R:3:forces:R:3
Sc 14.6214 11.6486 12.5174 0.23 -0.18 -0.39
C 15.4541 11.8853 16.8867 0.02 -0.23 -0.22
C 15.2499 11.1052 15.7219 -0.07 -0.42 1.52
N 15.5698 11.7896 14.6643 0.56 0.82 -1.03
N 16.0312 12.9939 15.0864 -0.17 0.90 -0.96
C 15.9395 13.1108 16.4121 -0.51 -1.64 0.40
B 16.4620 14.0222 13.9673 -0.24 -1.08 0.66
N 15.1130 14.2756 13.1284 1.74 0.58 -1.08
C 15.1230 14.9462 12.0123 -2.58 -0.87 1.24
C 13.7499 15.0128 11.4736 -1.66 -0.69 0.74
C 13.1057 13.8052 12.2988 -1.43 1.24 -0.98
N 13.9743 13.6269 13.4375 -0.41 -0.54 0.59
N 17.3925 13.2548 13.0526 -0.11 -1.36 -1.01
C 18.7090 13.2884 12.8452 0.41 -0.06 -0.88
C 19.0402 12.3812 11.8408 -0.49 -0.22 0.23
C 17.8247 11.7562 11.4855 -0.37 2.28 2.75
N 16.8351 12.2757 12.2765 0.82 -0.13 -1.07
N 17.0824 15.3030 14.4359 -0.81 1.01 1.08
C 16.3061 16.4219 14.6384 -2.02 -1.13 -0.31
C 17.0560 17.4052 15.1727 1.43 -0.95 0.12
C 18.3369 16.7906 15.3722 -1.48 -1.20 -0.90
N 18.3492 15.4956 14.9494 -0.73 1.93 0.06
H 15.2948 11.5320 17.8977 0.05 0.36 -0.13
H 14.9455 10.0637 15.5977 -0.12 0.48 0.24
H 16.2069 14.0001 16.9438 0.22 0.25 -0.01
H 15.9916 15.2660 11.6026 2.47 1.26 -1.01
H 13.1867 15.8929 11.8311 0.56 0.15 -0.08
H 12.0485 14.0238 12.6340 1.03 0.07 -0.34
H 19.3381 13.9954 13.3487 0.01 0.11 0.22
H 20.0411 12.2149 11.4735 -0.19 -0.06 -0.13
H 17.5384 11.0602 10.7615 -0.05 -1.01 -0.97
H 15.1695 16.3807 14.5470 1.93 0.11 -0.33
H 16.7212 18.3924 15.3350 -0.03 0.78 0.45
H 19.1582 17.2823 15.8323 0.81 -0.15 0.11
C 17.0579 8.4758 13.6506 0.32 0.59 0.64
C 15.8660 8.6918 12.7448 2.86 -4.81 -0.82
O 15.0760 9.5779 12.8563 -2.29 2.91 0.04
N 15.7510 7.6639 11.8687 0.70 -0.10 1.79
C 15.0158 7.6577 10.6676 1.71 1.31 -1.67
C 16.0531 7.2977 9.5953 0.02 -0.04 -1.30
C 15.8732 7.6472 8.2231 1.33 -1.73 2.34
C 16.7554 7.1023 7.3298 -0.06 1.44 -1.05
C 17.8498 6.3779 7.7575 -1.21 -0.32 -0.09
C 17.9477 6.0792 9.0820 -0.98 1.47 0.35
N 17.0839 6.5831 10.0139 0.65 -1.10 -0.88
H 16.7905 7.7713 14.4486 0.02 0.25 -0.09
H 17.3559 9.4251 14.0749 -0.24 0.27 0.43
H 17.9778 8.1228 13.1816 -0.43 -0.30 -0.45
H 16.4854 6.9165 11.8467 -0.60 1.19 0.21
H 14.6620 8.6562 10.4331 -0.52 0.03 0.14
H 14.2762 6.9145 10.6146 -1.39 -0.84 0.18
H 15.0942 8.2925 8.0263 -1.54 1.18 -0.92
H 16.7102 7.3599 6.2693 -0.27 -0.11 0.27
H 18.4727 5.9852 6.9977 0.91 -0.42 -0.25
H 18.7722 5.4973 9.3628 0.88 -0.75 1.08
O 14.7110 15.6692 8.7718 -1.82 0.66 0.43
As 13.2066 15.0717 9.5799 1.99 -0.39 -0.61
O 11.9687 16.0926 9.3856 -0.18 0.20 0.17
O 13.1091 12.6460 11.5327 0.63 -0.32 0.52
C 12.7860 13.4091 8.6017 0.39 0.99 1.35
C 11.6234 13.5809 7.8965 -0.10 -1.19 -0.39
C 11.1366 12.5675 7.0840 0.15 -0.34 0.15
C 11.7363 11.3014 7.1205 0.79 0.72 -0.80
C 12.9322 11.1530 7.8380 1.07 -0.31 -0.11
C 13.4655 12.2129 8.5788 0.53 -0.68 -0.30
S 15.1199 11.9538 9.3125 -1.69 0.51 -0.93
O 15.5540 13.2711 9.7559 -0.19 -0.38 0.57
O 15.9276 11.3623 8.3051 0.82 -0.46 -1.12
O 14.8736 10.9382 10.3672 0.21 0.42 1.69
H 15.3407 14.9674 8.8796 0.83 -0.85 0.03
H 11.0594 14.4572 8.0351 -0.39 1.24 -0.14
H 10.3199 12.8544 6.4296 -0.16 -0.60 0.08
H 11.4370 10.5350 6.4070 -0.11 0.01 0.39
H 13.6455 10.2946 7.7108 -1.28 0.52 0.15
C 9.1465 6.8803 9.1696 0.71 0.64 1.22
C 9.7278 7.9272 10.1310 0.02 -0.22 -1.20
C 10.4450 7.4868 11.2151 0.23 -1.11 0.34
C 11.0924 8.3577 12.0804 -0.45 -0.03 -0.10
C 11.7833 7.7536 13.2417 0.45 -0.02 0.98
C 10.9388 9.7269 11.8886 0.90 0.72 -0.74
Te 11.7146 11.1097 13.3132 -0.31 -0.35 0.05
C 10.3728 10.2254 10.6866 -0.87 -1.03 0.39
C 10.2665 11.6639 10.3381 1.42 1.01 -0.02
C 9.7201 9.2998 9.8663 -0.01 0.27 -0.49
H 9.7283 6.7875 8.2603 0.17 -0.09 -0.07
H 8.1437 7.0774 8.9173 -1.28 0.63 -0.53
H 9.0858 5.9510 9.7113 0.34 -0.58 -0.05
H 10.5163 6.3943 11.4326 -0.05 0.92 -0.29
H 12.2922 6.8104 13.0593 0.01 -0.07 -0.53
H 11.0472 7.5088 13.9991 -0.17 0.09 0.40
H 12.5216 8.4173 13.6946 -0.05 0.07 -0.02
H 11.1740 12.2414 10.5468 0.20 -0.51 0.28
H 9.5531 12.1633 10.9596 -0.97 0.27 0.16
H 10.1605 11.9019 9.2803 -0.76 -0.55 0.12
H 9.2036 9.6997 8.9753 0.31 -0.37 0.45
```
Positions in Å, forces in eV/Å.

Output
Spin multiplicity: 2
Total energy: -6118.49865 hartree
HOMO-LUMO gap (spin up / spin down): 8.171 / 6.640 eV